{
  "formula": "CH8N2S",
  "method": "ωB97M-V with the def2-TZVPD basis set",
  "symbols": ["S", "H", "H", "N", "C", "N", "H", "H", "H", "H", "H", "H"],
  "positions_angstrom": [[-0.08177, -3.83548, -1.39723], [-0.30319, -3.26478, -0.14324], [-0.07580, -2.67474, -2.19344], [0.94946, 2.42411, 0.07891], [0.37379, 2.39571, 1.35260], [-1.07024, 2.91095, 1.39577], [0.24573, 2.59768, -0.61533], [1.83685, 2.87834, -0.10748], [0.30884, 1.39449, 1.75332], [0.90892, 3.11618, 2.01474], [-1.75982, 2.34015, 0.93338], [-1.25052, 3.26076, 2.27539]],
  "atomic_forces_ev_per_a": [[-0.1, 1.2, 0.1], [0.2, -0.1, -1.4], [-0.1, -1.1, 1.3], [0.3, -0.5, -1.8], [-2.0, 1.6, 1.8], [2.7, -0.4, -2.8], [0.2, 0.2, -0.4], [-0.6, 0.1, 0.4], [0.6, -0.4, 0.4], [-0.2, -0.9, 0.0], [0.0, -0.2, 0.6], [-1.0, 0.5, 1.9]],
  "e_lumo_ha": 0.028,
  "spin_multiplicity": 1,
  "homo_ev": -8.898,
  "max_force_ev_per_a": 3.9,
  "homo_lumo_gap_ev": 9.649,
  "relative_energy_ev": 0.916
}